## A
{
  "formula": "C16H64N32O16",
  "method": "wB97M-V/def2-TZVPD",
  "species": ["C", "O", "N", "N", "H", "H", "H", "H", "C", "O", "N", "N", "H", "H", "H", "H", "C", "O", "N", "N", "H", "H", "H", "H", "C", "O", "N", "N", "H", "H", "H", "H", "C", "O", "N", "N", "H", "H", "H", "H", "C", "O", "N", "N", "H", "H", "H", "H", "C", "O", "N", "N", "H", "H", "H", "H", "C", "O", "N", "N", "H", "H", "H", "H", "C", "O", "N", "N", "H", "H", "H", "H", "C", "O", "N", "N", "H", "H", "H", "H", "C", "O", "N", "N", "H", "H", "H", "H", "C", "O", "N", "N", "H", "H", "H", "H", "C", "O", "N", "N", "H", "H", "H", "H", "C", "O", "N", "N", "H", "H", "H", "H", "C", "O", "N", "N", "H", "H", "H", "H", "C", "O", "N", "N", "H", "H", "H", "H"],
  "xyz": [[4.40, -2.91, -0.49], [4.19, -2.30, 0.53], [3.40, -3.52, -1.08], [5.55, -3.14, -1.03], [3.55, -4.02, -1.94], [2.51, -3.30, -0.65], [6.29, -2.71, -0.49], [5.91, -3.28, -1.97], [-2.87, -3.52, 1.23], [-4.10, -3.34, 1.19], [-2.16, -4.53, 1.78], [-2.03, -2.49, 1.02], [-1.16, -4.53, 1.63], [-2.60, -5.32, 2.22], [-1.05, -2.70, 0.93], [-2.47, -1.63, 0.71], [4.38, -0.16, -2.92], [3.64, -0.79, -3.62], [5.54, 0.31, -3.35], [4.11, 0.11, -1.70], [5.99, -0.04, -4.19], [6.20, 0.75, -2.73], [4.70, 0.77, -1.21], [3.20, -0.08, -1.32], [-1.78, -0.65, 4.59], [-1.45, -0.67, 5.72], [-2.29, -1.67, 4.00], [-1.58, 0.37, 3.82], [-2.33, -2.52, 4.55], [-2.67, -1.71, 3.06], [-1.22, 1.21, 4.24], [-1.87, 0.47, 2.86], [0.55, -0.08, -0.22], [1.61, -0.62, -0.28], [0.31, 0.75, 0.74], [-0.42, -0.15, -1.15], [-0.66, 1.03, 0.77], [0.91, 0.96, 1.53], [-1.33, 0.23, -0.90], [-0.39, -0.88, -1.84], [-1.99, 4.34, -0.57], [-1.41, 5.16, 0.13], [-2.06, 3.02, -0.36], [-2.77, 4.51, -1.57], [-1.34, 2.71, 0.26], [-2.27, 2.56, -1.24], [-3.02, 5.45, -1.83], [-3.05, 3.67, -2.06], [-1.53, 3.82, 3.46], [-0.81, 2.95, 2.93], [-1.94, 4.85, 2.80], [-1.91, 3.75, 4.67], [-2.84, 5.10, 3.17], [-1.65, 4.95, 1.84], [-1.54, 3.10, 5.34], [-2.77, 4.23, 4.88], [0.13, 3.15, -3.42], [-0.61, 2.72, -4.30], [0.29, 4.46, -3.12], [0.82, 2.33, -2.75], [-0.08, 5.09, -3.82], [0.88, 4.69, -2.34], [1.33, 2.65, -1.95], [0.63, 1.35, -2.93], [-0.92, -4.28, -1.70], [-0.46, -3.14, -1.76], [-0.45, -5.35, -1.10], [-2.15, -4.55, -1.96], [0.51, -5.23, -0.80], [-0.96, -5.86, -0.40], [-2.38, -5.48, -1.64], [-2.77, -3.83, -2.30], [3.42, 1.81, 2.54], [2.27, 1.70, 2.30], [4.42, 1.12, 2.09], [3.86, 2.77, 3.22], [4.33, 0.62, 1.22], [5.38, 1.30, 2.35], [3.12, 3.43, 3.40], [4.85, 2.76, 3.39], [1.95, -3.55, -4.53], [1.12, -4.35, -4.89], [3.00, -3.15, -5.21], [1.81, -2.85, -3.48], [3.19, -3.71, -6.02], [3.54, -2.38, -4.84], [2.32, -1.99, -3.58], [1.13, -3.17, -2.80], [-3.83, 0.50, 1.28], [-2.69, 0.18, 1.05], [-4.94, -0.22, 1.45], [-4.16, 1.75, 1.32], [-5.72, 0.34, 1.74], [-5.19, -1.19, 1.27], [-3.47, 2.30, 0.82], [-5.12, 2.00, 1.49], [1.35, 3.46, 5.47], [1.88, 4.38, 4.93], [0.82, 3.41, 6.70], [1.36, 2.24, 5.01], [0.01, 2.81, 6.78], [0.90, 4.25, 7.27], [1.70, 2.05, 4.08], [1.22, 1.47, 5.64], [-4.00, 0.75, -2.97], [-3.66, 1.88, -2.76], [-3.90, -0.26, -2.10], [-4.52, 0.28, -3.99], [-3.42, 0.01, -1.25], [-4.19, -1.21, -2.29], [-4.87, 0.98, -4.63], [-4.40, -0.71, -4.09], [1.56, -2.25, 3.53], [1.24, -2.96, 4.45], [0.76, -1.81, 2.64], [2.71, -1.80, 3.22], [-0.24, -1.75, 2.74], [1.27, -1.75, 1.77], [3.02, -1.50, 2.31], [3.39, -2.44, 3.61], [-0.90, -0.76, -5.18], [-1.32, -1.87, -5.11], [0.32, -0.40, -4.91], [-1.67, 0.25, -5.58], [0.65, 0.49, -5.25], [0.95, -0.97, -4.35], [-2.64, -0.02, -5.66], [-1.39, 1.16, -5.22]],
  "mulliken_charge": [0.392, -0.619, -0.131, -0.448, 0.137, 0.024, 0.263, 0.206, 0.279, -0.769, -0.230, 2.155, 0.091, 0.240, -0.655, -0.877, 0.514, -0.785, -0.490, 0.161, 0.257, 0.124, 0.224, -0.143, 0.511, -0.764, -0.158, 0.644, 0.202, -0.081, -0.448, -0.365, 0.389, -0.998, 1.168, 1.540, -0.986, 0.080, -0.828, -0.276, 0.391, -0.856, 0.363, -0.204, -0.096, 0.137, 0.267, 0.040, 0.421, -0.247, -0.410, -0.240, 0.142, 0.215, 0.154, 0.152, 0.566, -0.748, -0.374, 0.114, 0.253, 0.154, 0.138, -0.233, 0.287, -0.575, -0.557, -0.302, 0.225, 0.305, 0.163, 0.221, 0.835, -0.985, -0.386, -0.403, 0.040, 0.177, 0.236, 0.117, 0.696, -0.739, -0.266, 0.784, 0.214, 0.218, -0.029, -0.585, 0.332, 0.638, -0.315, -0.338, 0.107, 0.206, 0.077, 0.217, 0.750, -0.693, -0.459, 0.095, 0.209, 0.246, -0.366, 0.252, 0.535, -0.709, -0.160, -0.393, -0.220, 0.206, 0.296, 0.158, 0.421, -0.749, 0.307, -0.190, 0.165, -0.403, 0.054, 0.247, 0.453, -0.644, -0.020, -0.528, 0.291, -0.087, 0.207, 0.462],
  "multiplicity": 1,
  "homo_lumo_gap_ev": 8.44,
  "e_lumo_ha": 0.0008,
  "homo_ev": -8.42
}



## B
{
  "formula": "C16H64N32O16",
  "method": "wB97M-V/def2-TZVPD",
  "species": ["C", "O", "N", "N", "H", "H", "H", "H", "C", "O", "N", "N", "H", "H", "H", "H", "C", "O", "N", "N", "H", "H", "H", "H", "C", "O", "N", "N", "H", "H", "H", "H", "C", "O", "N", "N", "H", "H", "H", "H", "C", "O", "N", "N", "H", "H", "H", "H", "C", "O", "N", "N", "H", "H", "H", "H", "C", "O", "N", "N", "H", "H", "H", "H", "C", "O", "N", "N", "H", "H", "H", "H", "C", "O", "N", "N", "H", "H", "H", "H", "C", "O", "N", "N", "H", "H", "H", "H", "C", "O", "N", "N", "H", "H", "H", "H", "C", "O", "N", "N", "H", "H", "H", "H", "C", "O", "N", "N", "H", "H", "H", "H", "C", "O", "N", "N", "H", "H", "H", "H", "C", "O", "N", "N", "H", "H", "H", "H"],
  "xyz": [[-4.24, 1.86, 1.05], [-3.60, 2.88, 1.22], [-5.50, 1.65, 1.51], [-3.75, 0.74, 0.47], [-5.86, 2.36, 2.11], [-5.89, 0.72, 1.48], [-2.80, 0.68, 0.15], [-4.41, 0.13, 0.01], [5.12, -1.19, 0.74], [6.17, -1.17, 0.10], [4.26, -2.23, 0.76], [4.58, -0.16, 1.47], [3.51, -2.24, 1.43], [4.56, -3.04, 0.24], [3.58, -0.16, 1.57], [5.10, 0.69, 1.30], [-0.86, -0.57, -4.88], [-1.53, -0.92, -3.91], [-1.37, -0.21, -6.07], [0.48, -0.76, -4.91], [-0.70, 0.12, -6.75], [-2.36, -0.15, -6.20], [0.90, -1.34, -4.20], [1.04, -0.61, -5.73], [-2.07, -0.08, 4.12], [-1.69, 0.87, 3.44], [-2.19, -0.09, 5.50], [-2.12, -1.33, 3.62], [-2.36, -0.94, 6.01], [-2.15, 0.74, 6.05], [-1.76, -1.38, 2.68], [-2.54, -2.06, 4.17], [1.91, -3.01, 2.47], [1.99, -1.78, 2.58], [2.87, -3.86, 2.85], [0.87, -3.63, 1.86], [3.76, -3.49, 3.15], [2.71, -4.85, 2.84], [0.75, -4.62, 1.94], [0.25, -3.03, 1.28], [0.87, 2.93, -3.45], [-0.09, 2.26, -3.03], [1.17, 3.05, -4.77], [1.71, 3.62, -2.67], [0.49, 2.50, -5.26], [1.91, 3.57, -5.20], [2.44, 4.00, -3.23], [1.65, 3.61, -1.66], [-2.10, -5.30, 0.76], [-2.43, -5.44, -0.41], [-2.14, -4.10, 1.41], [-1.59, -6.28, 1.54], [-1.65, -4.11, 2.29], [-2.18, -3.20, 0.94], [-1.68, -7.19, 1.11], [-1.38, -6.22, 2.52], [3.72, 0.03, -3.02], [4.16, 1.16, -2.79], [2.53, -0.52, -2.69], [4.49, -0.88, -3.64], [2.41, -1.47, -3.03], [1.88, -0.04, -2.10], [5.46, -0.65, -3.75], [4.26, -1.84, -3.82], [0.74, 3.32, 3.53], [1.67, 4.10, 3.37], [0.45, 2.32, 2.61], [-0.07, 3.18, 4.59], [1.08, 2.40, 1.83], [-0.34, 1.70, 2.75], [0.40, 3.59, 5.38], [-0.93, 2.68, 4.69], [2.43, -1.25, 5.84], [2.44, -1.29, 7.07], [3.57, -1.50, 5.11], [1.39, -0.86, 5.07], [4.36, -1.35, 5.72], [3.65, -1.20, 4.16], [1.52, -0.85, 4.06], [0.60, -0.42, 5.49], [0.19, -3.15, -2.88], [1.22, -2.81, -3.46], [0.10, -4.30, -2.17], [-1.04, -2.58, -3.02], [-0.73, -4.37, -1.60], [0.78, -5.03, -2.22], [-1.20, -1.76, -3.60], [-1.83, -3.05, -2.61], [-4.48, -1.90, -1.38], [-5.36, -1.73, -0.56], [-3.95, -0.88, -2.16], [-3.75, -3.01, -1.63], [-3.30, -1.04, -2.92], [-4.59, -0.11, -2.31], [-3.25, -2.96, -2.50], [-3.83, -3.85, -1.09], [-1.15, 4.84, -0.15], [-1.00, 5.51, -1.16], [-1.62, 5.33, 1.03], [-0.80, 3.54, -0.06], [-1.65, 4.66, 1.77], [-1.81, 6.31, 1.17], [-0.41, 3.12, -0.88], [-1.20, 2.93, 0.64], [-0.46, -0.82, 0.08], [-0.78, -1.92, 0.58], [-1.11, -0.30, -0.97], [0.56, -0.10, 0.53], [-0.86, 0.61, -1.32], [-1.98, -0.73, -1.22], [0.93, -0.54, 1.37], [0.89, 0.84, 0.35], [-3.47, 3.51, -2.68], [-4.53, 3.92, -2.19], [-2.88, 2.43, -2.17], [-2.73, 4.07, -3.70], [-1.97, 2.10, -2.46], [-3.27, 1.91, -1.41], [-1.85, 3.58, -3.69], [-2.99, 4.95, -4.11], [3.21, 2.76, 0.13], [2.12, 2.22, -0.05], [4.37, 2.58, -0.55], [3.43, 3.70, 1.09], [4.30, 1.98, -1.40], [5.14, 3.20, -0.43], [4.39, 3.83, 1.32], [2.72, 3.86, 1.80]],
  "mulliken_charge": [0.249, -0.543, -0.411, 0.098, 0.270, 0.144, -0.246, 0.133, 0.328, -0.715, -0.284, -0.248, 0.035, 0.189, -0.109, 0.290, 0.322, -0.615, -0.452, -0.064, 0.166, 0.244, -0.115, 0.232, 0.503, -0.656, -0.451, -0.315, 0.130, 0.205, -0.014, 0.227, 0.417, -0.048, -0.285, -0.137, 0.317, 0.144, 0.138, -0.368, 0.360, -0.204, -0.519, -0.125, 0.228, 0.146, 0.209, -0.183, 0.470, -0.693, -0.169, -0.406, 0.301, -0.166, 0.234, 0.191, 0.420, -0.856, 0.356, -0.405, 0.362, -0.354, 0.239, 0.110, 0.610, -0.803, 0.615, -0.369, -0.686, 0.237, 0.237, 0.190, 0.467, -0.728, -0.287, -0.031, 0.248, 0.215, 0.094, 0.116, 0.572, -0.939, -0.324, -0.407, -0.022, 0.254, 0.852, -0.471, 0.489, -0.692, -0.267, -0.147, 0.167, 0.247, 0.495, 0.175, 0.309, -0.711, -0.254, 1.350, 0.055, 0.249, -0.953, -0.141, -0.628, 0.406, 3.806, 2.128, -1.505, -1.177, -0.699, -0.890, 0.474, -0.747, 0.564, -0.315, -0.193, -0.317, 0.131, 0.247, -0.110, 0.323, -0.262, -0.303, 0.258, 0.187, 0.201, 0.159],
  "multiplicity": 1,
  "homo_lumo_gap_ev": 8.28,
  "e_lumo_ha": -0.0073,
  "homo_ev": -8.48
}



## C
{
  "formula": "C16H64N32O16",
  "method": "wB97M-V/def2-TZVPD",
  "species": ["C", "O", "N", "N", "H", "H", "H", "H", "C", "O", "N", "N", "H", "H", "H", "H", "C", "O", "N", "N", "H", "H", "H", "H", "C", "O", "N", "N", "H", "H", "H", "H", "C", "O", "N", "N", "H", "H", "H", "H", "C", "O", "N", "N", "H", "H", "H", "H", "C", "O", "N", "N", "H", "H", "H", "H", "C", "O", "N", "N", "H", "H", "H", "H", "C", "O", "N", "N", "H", "H", "H", "H", "C", "O", "N", "N", "H", "H", "H", "H", "C", "O", "N", "N", "H", "H", "H", "H", "C", "O", "N", "N", "H", "H", "H", "H", "C", "O", "N", "N", "H", "H", "H", "H", "C", "O", "N", "N", "H", "H", "H", "H", "C", "O", "N", "N", "H", "H", "H", "H", "C", "O", "N", "N", "H", "H", "H", "H"],
  "xyz": [[10.16, 20.24, 23.21], [11.10, 19.93, 23.92], [9.93, 19.91, 21.95], [9.24, 21.11, 23.68], [10.60, 19.26, 21.57], [8.99, 20.13, 21.67], [9.36, 21.54, 24.59], [8.52, 21.42, 23.04], [11.64, 17.02, 20.71], [12.20, 16.60, 21.79], [10.82, 16.29, 19.99], [12.16, 18.00, 20.05], [10.64, 16.59, 19.04], [10.56, 15.36, 20.29], [12.20, 17.76, 19.08], [13.00, 18.27, 20.57], [16.57, 16.39, 22.95], [16.29, 17.00, 21.88], [15.73, 16.15, 23.90], [17.60, 15.70, 23.20], [14.85, 16.64, 24.03], [15.98, 15.65, 24.73], [18.33, 15.60, 22.50], [17.68, 15.21, 24.08], [10.44, 12.85, 24.79], [10.14, 11.72, 25.01], [10.70, 13.66, 25.72], [10.38, 13.53, 23.67], [11.00, 14.56, 25.37], [10.20, 13.46, 26.57], [10.74, 14.47, 23.55], [9.88, 13.04, 22.95], [11.00, 20.55, 27.98], [10.37, 21.32, 27.33], [11.26, 19.34, 27.42], [11.31, 20.72, 29.19], [10.73, 19.06, 26.61], [11.60, 18.56, 27.97], [11.66, 19.86, 29.58], [10.95, 21.49, 29.73], [14.75, 20.86, 28.77], [14.47, 21.95, 28.27], [14.30, 19.77, 28.27], [15.44, 20.57, 29.88], [14.17, 19.04, 28.95], [13.60, 19.89, 27.55], [15.76, 19.61, 29.89], [15.99, 21.35, 30.22], [12.99, 16.79, 25.68], [12.33, 15.83, 25.63], [13.27, 17.49, 24.57], [13.76, 17.17, 26.61], [12.78, 17.25, 23.72], [13.44, 18.49, 24.61], [14.44, 17.87, 26.35], [13.92, 16.64, 27.46], [13.92, 20.72, 20.55], [13.42, 20.85, 19.45], [15.14, 20.90, 20.88], [13.36, 20.40, 21.70], [15.40, 20.67, 21.83], [15.86, 21.21, 20.24], [13.83, 20.29, 22.59], [12.36, 20.28, 21.74], [11.84, 17.36, 30.47], [12.57, 17.94, 29.66], [10.64, 16.93, 30.30], [12.15, 17.17, 31.66], [10.50, 16.92, 29.30], [10.16, 16.40, 31.01], [11.56, 16.64, 32.29], [12.90, 17.75, 32.01], [11.61, 13.73, 29.82], [12.59, 13.51, 30.43], [10.32, 13.71, 30.24], [11.76, 14.18, 28.66], [10.15, 13.61, 31.23], [9.59, 13.82, 29.56], [12.71, 14.46, 28.49], [10.95, 14.41, 28.10], [8.92, 16.99, 24.32], [7.73, 16.66, 24.34], [9.76, 16.98, 23.35], [9.53, 17.46, 25.43], [10.68, 17.39, 23.42], [9.47, 16.81, 22.39], [10.52, 17.64, 25.39], [9.02, 17.37, 26.29], [14.84, 20.86, 24.80], [14.85, 20.02, 23.88], [15.82, 21.39, 25.38], [13.76, 21.38, 25.21], [16.78, 21.18, 25.16], [15.63, 22.03, 26.15], [12.92, 21.01, 24.79], [13.96, 21.89, 26.06], [14.33, 13.01, 22.12], [15.33, 12.37, 22.00], [13.29, 12.79, 21.31], [13.97, 13.82, 23.09], [13.38, 11.91, 20.82], [12.50, 13.27, 21.71], [14.51, 13.84, 23.94], [13.24, 14.51, 22.97], [15.54, 14.05, 28.61], [14.64, 14.53, 27.92], [16.75, 13.89, 28.11], [15.28, 13.52, 29.77], [17.00, 14.25, 27.20], [17.46, 13.50, 28.70], [14.31, 13.46, 30.04], [15.96, 13.60, 30.52], [17.18, 17.68, 26.71], [17.79, 16.84, 26.01], [17.30, 17.75, 28.04], [16.47, 18.66, 26.24], [16.73, 18.26, 28.70], [17.89, 17.07, 28.49], [16.64, 18.55, 25.25], [16.08, 19.43, 26.76], [13.70, 11.67, 26.37], [12.94, 10.75, 26.05], [14.77, 11.50, 27.02], [13.50, 12.94, 26.01], [15.19, 12.40, 27.21], [15.06, 10.62, 27.44], [12.67, 13.04, 25.44], [14.12, 13.67, 26.33]],
  "mulliken_charge": [0.759, -0.181, -0.354, -0.524, -0.094, 0.220, 0.252, 0.108, 0.398, -0.333, -0.432, -0.393, 0.156, 0.261, 0.229, 0.056, 0.383, -0.808, 1.253, -0.170, -0.307, -0.310, 0.313, 0.029, 0.501, -0.711, 0.041, -0.066, -0.079, 0.005, -0.148, 0.254, 0.433, -0.723, 0.258, -0.105, -0.160, -0.048, 0.130, 0.263, 0.337, -0.773, 1.112, -0.371, 0.086, -0.692, 0.159, 0.303, 0.094, 0.760, 0.719, 2.410, -0.774, -0.726, -1.151, -0.124, 0.597, -0.754, -0.314, -0.228, 0.184, 0.185, 0.603, -0.077, 0.273, -0.627, -0.293, -0.364, 0.186, 0.223, 0.140, 0.268, 0.732, -0.833, -0.445, 0.297, 0.240, 0.159, -0.418, -0.034, 0.385, -0.796, 0.661, 0.220, -0.952, 0.192, -0.749, 0.124, 0.542, -0.974, -0.296, -0.209, 0.292, 0.170, 0.026, 0.125, 0.516, -0.733, -0.417, 0.544, 0.240, 0.250, -0.176, -0.314, -0.257, -0.231, -0.251, -0.316, 0.167, 0.166, 0.334, 0.217, 0.521, -0.711, -0.223, -0.173, 0.079, 0.254, -0.045, 0.160, 0.509, -0.771, -0.197, 0.687, 0.100, 0.253, -0.203, -0.163],
  "multiplicity": 1,
  "homo_lumo_gap_ev": 7.59,
  "e_lumo_ha": -0.0238,
  "homo_ev": -8.24
}



On energetic grounds, B is preferred over the next structure by 99.3 kcal/mol.